The following is a quantum chemistry calculation of a molecular structure, C16H34N3O25S5 at a distorted geometry, from the OMol25 dataset.

Last column: Mulliken charge in e.
Geometry (Å):
N: -0.29906 -0.33849 -0.34014  0.64
O: 0.09299 -1.21851 -1.08658  -0.93
O: -1.37142 0.17461 -0.52319  -0.01
O: 0.40410 -0.04239 0.60796  0.66
C: -1.74968 -2.15120 -2.50617  -0.22
C: -2.17059 -0.78658 -2.92087  1.54
O: -3.57592 -0.78758 -2.69600  -0.56
S: -3.88586 -1.67728 -1.34228  1.10
O: -5.13641 -2.37442 -1.54720  -0.78
O: -3.81217 -0.93619 -0.05753  -0.33
O: -2.57332 -2.66861 -1.54197  -0.38
H: -0.78574 -2.00800 -2.01790  0.55
H: -1.71459 -2.86197 -3.33181  0.36
H: -2.26868 -0.78153 -4.00643  0.39
H: -1.67581 0.04693 -2.42232  -1.11
C: 2.37815 -0.57750 -0.09644  0.44
C: 2.79895 -1.31396 1.19705  0.47
O: 4.19173 -1.64548 1.09433  -0.53
S: 4.79979 -1.53149 -0.47223  1.12
O: 5.05773 -2.86645 -0.93648  -0.61
O: 5.91685 -0.63640 -0.67169  -0.60
O: 3.28693 -1.02122 -1.02211  -0.36
H: 2.68072 0.45872 0.05456  0.16
H: 1.33011 -0.66154 -0.38393  -0.73
H: 2.24462 -2.25085 1.25232  0.35
H: 2.59131 -0.72768 2.09219  0.03
C: 1.19246 2.77807 0.50197  0.26
C: -0.32752 2.64225 0.81398  0.16
O: -0.84995 3.52804 -0.10033  -0.59
S: -0.16853 3.58869 -1.55002  1.10
O: -0.18619 4.96321 -2.06259  -0.74
O: -0.58523 2.51139 -2.44113  -0.50
O: 1.28609 3.19374 -0.81170  -0.53
H: 1.79430 1.88211 0.65414  -0.45
H: 1.55090 3.58852 1.13664  0.26
H: -0.53190 2.86256 1.86174  0.81
H: -0.77189 1.70383 0.48234  0.66
C: 0.87071 -0.49286 -3.04273  0.44
C: 1.18691 0.96770 -3.50177  0.37
O: 1.20659 0.97914 -4.85459  -0.50
S: 0.32015 -0.30653 -5.50288  1.10
O: 1.16617 -0.95271 -6.51182  -0.60
O: -1.00595 0.11173 -5.80595  -0.57
O: 0.33568 -1.19781 -4.13522  -0.39
H: 0.08023 -0.40656 -2.29722  -0.60
H: 1.69493 -1.03725 -2.58187  0.01
H: 2.11502 1.39672 -3.12408  0.32
H: 0.39957 1.62767 -3.13758  -0.09
C: -2.27250 -3.11225 0.43835  -0.30
C: -1.28346 -2.18908 1.17940  1.23
O: -1.90250 -1.80547 2.35701  -0.21
S: -3.02522 -3.06187 2.79228  1.00
O: -4.19362 -2.60661 3.56679  -0.59
O: -2.21775 -4.13945 3.36635  -0.63
O: -3.40906 -3.29717 1.27234  -0.37
H: -1.80983 -4.07109 0.20454  0.44
H: -2.66889 -2.63161 -0.45605  -0.45
H: -0.88683 -1.31369 0.66514  -0.90
H: -0.39189 -2.80226 1.31056  0.16
C: -3.15480 2.16816 0.14025  -1.07
C: -3.00150 1.51424 1.47917  0.80
O: -3.63415 1.80039 2.44549  -0.76
N: -1.90617 0.70390 1.51935  0.85
C: -1.23322 0.15543 2.74614  -2.21
H: -2.23290 2.50903 -0.33094  0.35
H: -3.81591 3.03408 0.17516  0.34
H: -3.53775 1.43441 -0.56901  0.19
H: -1.55029 0.49943 0.59651  -1.14
H: -0.32032 -0.34000 2.41559  1.21
H: -1.76598 -0.73792 3.07201  0.51
H: -0.94708 0.88216 3.50646  0.76
C: 0.93763 0.95531 2.64986  -0.34
C: 2.35239 1.25931 2.40615  -0.94
O: 2.77061 1.57776 1.30835  -0.61
N: 3.18987 1.08849 3.42374  0.04
C: 4.61936 1.54677 3.38824  -0.92
H: 0.64017 0.20642 1.91585  0.31
H: 0.17135 1.73027 2.63141  -0.21
H: 0.85900 0.43575 3.60483  0.57
H: 2.84467 0.70663 4.29270  0.32
H: 4.81263 2.50303 2.90211  0.30
H: 5.35981 0.95182 2.85356  0.31
H: 5.07706 1.69939 4.36565  0.36

Computed properties:
net charge: -1
gap between HOMO and LUMO: 0.275 Eh
2S+1: 1
total energy: -126946.476 eV